The following is a DFT calculation (the ωB97M-V functional and the def2-TZVPD basis) of a structure of composition C14H17ClN3OPdS in a non-equilibrium geometry.

```
38
Properties=species:S:1:pos:R:3:forces:R:3
Pd -0.68105 0.96791 -0.30864 0.0 -0.1 0.8
Cl -2.27549 2.51165 0.01937 0.6 -0.4 0.6
S 0.70021 -2.64294 5.98549 0.0 0.3 -0.1
O 0.80229 2.77746 -1.45291 -0.1 -0.1 0.1
N 0.09084 0.28952 1.63698 -1.0 0.9 -0.5
N -1.12445 -0.64874 -1.81104 0.2 0.2 -0.1
N 1.42019 -0.21010 6.50795 0.1 0.5 -0.2
C -0.39856 -1.53731 -3.88828 0.0 0.1 0.1
C -0.20057 -0.73010 -2.77343 0.1 -0.3 -0.2
C 0.92169 -1.04985 5.59570 0.1 -1.3 1.1
C -1.55298 -2.29322 -3.98345 0.0 0.1 0.1
C 1.07333 1.37954 -3.40444 0.0 0.2 0.5
C 0.04790 -1.41648 3.29766 0.2 0.3 0.0
C -2.48596 -2.22390 -2.95844 0.0 0.1 0.1
C 0.28056 2.51978 -2.76233 -0.1 -0.1 -0.5
C 0.59989 -0.55255 4.25058 -0.2 0.6 -1.0
C 1.05687 0.06945 -2.59393 -0.1 0.2 -0.2
C -0.19183 -0.96023 2.01813 0.0 -0.3 0.0
C 0.57816 1.13713 2.54056 0.2 0.5 0.1
C 0.84591 0.76336 3.84403 0.0 -0.3 0.0
C -2.24194 -1.36851 -1.89959 -0.4 -0.4 -0.1
H 0.77437 2.15182 2.20312 -0.1 -0.2 0.1
H 1.59209 0.76590 6.33889 0.0 0.0 0.0
H 1.19086 0.31308 -1.52002 0.3 -0.2 -0.3
H -0.60604 -1.61778 1.26028 0.0 0.1 0.1
H 0.67508 1.20243 -4.40418 0.1 0.0 -0.1
H -0.17410 -2.43675 3.56413 0.0 -0.1 0.0
H 1.25423 1.50786 4.51077 0.0 0.0 0.0
H -2.95910 -1.25553 -1.09393 0.1 0.0 0.0
H 0.39637 3.41373 -3.38502 -0.2 -0.1 0.0
H -3.38582 -2.81760 -2.98558 -0.1 0.0 0.0
H 0.46274 3.63057 -1.14886 0.0 -0.2 0.0
H 0.35598 -1.57395 -4.65795 0.1 0.0 -0.1
H 1.90088 -0.54083 -2.91780 0.1 0.0 0.2
H -0.79483 2.26846 -2.69385 0.2 0.2 -0.1
H -1.72487 -2.92228 -4.84447 0.0 -0.1 0.0
H 2.10864 1.70858 -3.49743 0.0 0.0 -0.1
H 1.66849 -0.57956 7.41194 -0.1 0.0 -0.1
```
Forces are in eV/Å.

Output
Strongest force on any atom, eV/A: 1.7
E_HOMO (spin up / spin down), eV: -11.254 / -11.256
LUMO (spin up / spin down), eV: -6.11 / -6.04
Total charge: +1
Relative energy (zero: lowest compared OMol25 entry of this formula, charge and spin), kcal/mol: 44.8



The following is a DFT calculation (the ωB97M-V functional and the def2-TZVPD basis) of a structure of composition C14H17F2N7O2W.

```
43
Properties=species:S:1:pos:R:3:forces:R:3
W 0.08058 -0.17037 -0.09119 0.1 -0.2 -0.4
F -2.46969 -0.20687 -1.60912 0.0 0.0 0.1
F -1.74263 1.83033 -1.24099 -0.1 -0.1 0.1
O 2.22974 -0.96952 0.87436 0.1 -0.1 0.1
O 3.87012 -1.51991 -0.44800 0.0 0.0 -0.1
N 2.77610 -1.09557 -0.23191 -0.2 0.0 0.2
N 1.90032 -0.67164 -1.18879 0.0 0.0 0.3
N 0.06447 0.37590 -2.44166 -0.1 0.0 0.0
N -0.40900 -0.60675 1.77998 -0.2 -0.2 0.2
N 3.33513 -0.92019 -3.06578 -0.1 0.0 0.1
N -0.67204 -2.09502 -0.32067 0.0 -0.1 0.0
N 1.18972 -0.03532 -3.17871 0.1 0.0 -0.1
C 0.42906 2.00061 1.06182 0.1 0.0 -0.1
C -0.93541 -3.01643 -1.24881 0.0 0.0 0.0
C 0.29212 3.25903 0.47642 0.0 0.0 0.0
C -0.12295 1.70961 2.32252 -0.1 0.0 0.0
C -0.04932 0.31391 2.87814 -0.1 -0.2 -0.1
C -0.42149 4.24124 1.13540 -0.1 0.0 0.0
C -1.88822 0.58452 -0.63201 0.0 0.2 -0.4
C -0.96944 3.96280 2.38197 0.0 0.0 0.0
C -1.65058 -4.10167 -0.70417 0.0 0.0 -0.1
C 2.20939 -0.56575 -2.48952 0.0 0.0 -0.2
C -1.03769 -1.79316 1.97457 0.3 0.5 0.4
C -0.83164 2.70498 2.96645 -0.1 0.1 0.0
C -1.22488 -2.58127 0.87883 0.0 -0.2 -0.2
C -1.83875 -3.82948 0.63212 0.0 0.0 0.0
H 0.75954 3.47021 -0.47685 0.0 0.0 0.0
H 0.95469 0.08232 3.23868 0.1 0.0 0.0
H -1.34900 -2.08853 2.97156 -0.1 0.1 0.0
H -0.53940 5.22038 0.69193 0.0 0.0 0.0
H -2.35322 -4.43989 1.35943 0.0 0.0 0.0
H -1.28851 2.50107 3.92746 0.0 0.0 0.0
H -0.74359 0.18360 3.70645 0.0 0.1 0.1
H -0.77030 -0.09918 -2.78743 -0.1 0.0 -0.1
H -2.62502 0.70887 0.15966 0.0 -0.1 0.1
H 3.48325 -0.77986 -4.05399 0.0 0.0 0.0
H 4.06879 -1.33989 -2.51238 0.1 0.0 0.0
H 1.25851 1.39580 0.64605 0.4 -0.1 0.1
H -0.61881 -2.89284 -2.27493 0.0 0.0 0.0
H -1.97910 -4.97297 -1.24781 0.0 0.0 0.0
H -0.08448 1.37684 -2.55576 -0.1 0.0 0.0
H 1.23216 0.13749 -4.17271 0.0 0.0 0.0
H -1.51852 4.73252 2.90941 0.0 0.0 0.0
```
Forces are in eV/Å.

Output
Strongest force on any atom, eV/A: 0.7
Multiplicity: 3
E_HOMO (spin up / spin down), eV: -14.761 / -14.936
LUMO (spin up / spin down), eV: -7.57 / -7.61
Total charge: +2
Relative energy (zero: lowest compared OMol25 entry of this formula, charge and spin), kcal/mol: 7.7



The following is a DFT calculation (the ωB97M-V functional and the def2-TZVPD basis) of a structure of composition C14H17F3N2Ti in a non-equilibrium geometry.

```
37
Properties=species:S:1:pos:R:3:forces:R:3
Ti -0.06300 -0.02656 -0.00100 0.4 -0.6 0.0
F 0.49273 -2.69104 1.18456 0.5 0.6 -1.0
F 2.32032 -1.73256 0.36512 -0.6 -0.3 -0.2
F 0.91071 -2.78795 -0.97962 0.2 0.6 0.8
N 0.51722 0.31808 1.99602 0.0 0.4 -0.8
N -1.72626 -0.62600 1.01372 -0.3 0.4 0.1
C -2.85643 -1.08645 0.41335 -0.5 -0.2 1.2
C -3.93186 -1.52353 1.18276 0.6 0.3 -1.3
C -0.48691 2.93979 -4.76593 0.3 0.3 -0.2
C -1.65212 -0.54660 2.38094 0.2 0.0 0.0
C 2.04982 0.88631 3.71809 0.9 0.3 -1.5
C 1.73618 0.76997 2.36794 -0.3 -0.1 1.5
C -0.41508 -0.03155 2.92256 -0.3 -0.3 0.2
C -3.85860 -1.47390 2.57537 0.5 0.2 0.5
C 0.95581 3.15198 -4.26160 -0.2 0.1 -0.4
C 0.95609 -1.92000 0.09435 0.3 -1.0 0.5
C 1.11528 0.53002 4.69019 -1.1 -0.4 0.2
C -0.77371 -0.25781 -1.93119 -0.2 0.3 -0.4
C -0.12944 0.06702 4.29001 0.5 0.2 0.1
C -2.71464 -0.97975 3.17023 -0.4 -0.2 0.0
H -0.83494 3.84735 -5.28011 0.0 -0.2 0.1
H -2.59372 -0.92956 4.24523 -0.3 -0.1 -0.1
H 1.35364 0.59904 5.74652 0.0 0.0 -0.2
H -1.64739 0.41736 -2.02244 0.2 -0.2 -0.4
H -0.53528 2.12891 -5.49948 0.0 0.0 0.2
H -2.86175 -1.07194 -0.67596 -0.1 -0.1 0.4
H -1.18945 2.72585 -3.95885 0.1 0.0 0.0
H 1.64120 3.22568 -5.11921 -0.1 -0.1 0.3
H 1.30692 2.33577 -3.62515 -0.1 0.0 -0.1
H -4.80462 -1.90073 0.67347 -0.1 0.0 0.0
H -4.67661 -1.82533 3.18777 0.0 0.0 0.0
H 1.04738 4.09311 -3.70843 0.0 -0.2 0.0
H 3.03622 1.25347 3.98572 -0.2 -0.1 0.1
H -0.88510 -0.24243 5.00089 0.2 0.1 0.1
H 2.40819 1.02031 1.54808 0.1 0.0 0.4
H -1.05291 -1.30156 -2.15976 0.2 0.5 -0.1
H 0.04625 0.08367 -2.59135 -0.4 -0.2 -0.2
```
Forces are in eV/Å.

Output
Strongest force on any atom, eV/A: 1.8
Multiplicity: 3
E_HOMO (spin up / spin down), eV: -5.728 / -8.955
LUMO (spin up / spin down), eV: -0.04 / -0.55
Total charge: 0